{"formula": "C2H3P3", "method": "the ωB97M-V functional and the def2-TZVPD basis", "smiles": "C1=P#P=PC1", "total_charge": 0, "e_lumo_ev": -1.11, "gap_ev": 7.701, "homo_energy_ev": -8.81, "e_above_lowest_ev": 1.155, "symbols": ["P", "P", "P", "C", "C", "H", "H", "H"], "xyz": [[1.256, -1.629, 0.054], [2.563, -0.066, -0.035], [1.052, 1.668, 0.005], [-0.389, 0.903, 0.000], [-0.758, -0.582, -0.077], [-1.187, 1.653, 0.125], [-1.194, -0.918, 0.855], [-1.343, -1.030, -0.927]], "atomic_forces_ev_per_a": [[-1.7, 1.7, -0.5], [-1.5, -0.4, 0.1], [1.3, 0.0, 0.0], [-1.4, -1.4, -0.4], [2.9, -0.2, 0.1], [-0.1, -0.5, -0.2], [-0.2, 0.0, 0.2], [0.7, 0.9, 0.6]]}